Record 1
DFT (ωB97M-V/def2-TZVPD) results for an isolated molecule of C6H13NSi2 in a non-equilibrium geometry.

* ΔE to the lowest compared entry with this formula, charge and spin: 0.000 eV
* max |F|: 3.91 eV/A
* energy: -23677.087 eV
* HOMO-LUMO gap: 10.00 eV
* LUMO level: 0.58 eV

Structure (ORCA input):
```
! RIJCOSX wB97M-V def2-TZVPD def2/J DEFGRID3
* xyz 0 1
N 0.167 0.232 1.066
H 1.573 -2.249 -0.097
H -2.177 -2.090 -0.678
C 2.345 -1.476 -0.286
C -2.755 1.333 0.548
H -3.728 0.806 0.415
C -2.019 -1.785 0.391
H 3.524 1.467 -0.732
H 0.602 0.336 1.997
C 2.548 1.794 -0.449
C -0.844 0.020 -2.414
Si 1.365 0.241 -0.303
H -1.259 -2.403 0.843
H 2.501 2.428 0.363
H -2.635 1.558 1.603
C -0.241 0.132 -1.299
H 2.785 -1.597 -1.228
H -3.005 -1.921 0.914
H -2.758 2.215 -0.219
H 3.041 -1.464 0.499
H 2.258 2.462 -1.204
Si -1.289 -0.039 0.270
*
```



Record 2
DFT (ωB97M-V/def2-TZVPD) results for a structure of composition C3H3NO2 in a non-equilibrium geometry.

* ΔE to the lowest compared entry with this formula, charge and spin: 3.731 eV
* max |F|: 3.92 eV/A
* energy: -8741.400 eV
* HOMO-LUMO gap: 10.82 eV
* LUMO level: 0.11 eV

Structure (ORCA input):
```
! RIJCOSX wB97M-V def2-TZVPD def2/J DEFGRID3
* xyz 0 1
C 0.051 1.552 0.293
C -0.932 0.896 -0.635
O -0.667 -0.431 -0.637
H 1.144 -0.245 0.924
C 0.364 -1.049 0.136
H 1.049 -1.512 -0.574
H -0.131 -1.738 0.818
N 0.921 1.115 0.945
O -1.798 1.411 -1.270
*
```



Record 3
DFT (ωB97M-V/def2-TZVPD) results for the ion C17H28Cl2NO with charge +1 in a non-equilibrium geometry.

* ΔE to the lowest compared entry with this formula, charge and spin: 3.898 eV
* max |F|: 4.22 eV/A
* energy: -46656.462 eV
* HOMO-LUMO gap: 9.58 eV
* LUMO level: -2.46 eV

Structure (ORCA input):
```
! RIJCOSX wB97M-V def2-TZVPD def2/J DEFGRID3
* xyz 1 1
C 3.610 -0.122 -2.783
H 3.360 -0.356 -1.687
C 2.309 0.142 -3.540
H -0.561 -2.939 -1.702
H -2.093 -0.443 3.772
H -0.250 0.065 0.570
H -1.393 1.095 -1.387
H 0.511 -0.469 -1.821
H -3.795 2.390 2.608
H -2.453 0.631 0.523
C 0.814 0.600 -1.602
H 0.363 1.545 1.059
Cl 1.226 -5.107 -0.848
H -2.164 2.384 0.782
C 1.443 1.253 -2.915
H -4.087 0.920 1.994
H 4.389 1.971 -2.151
H -0.251 2.432 -1.256
C -1.493 -2.160 0.034
C -0.360 1.339 -1.023
C 4.412 1.166 -2.917
H 5.437 0.833 -2.780
H 2.440 0.456 -4.633
C -0.455 1.125 0.523
H 4.283 1.668 -3.842
H -0.673 1.560 3.970
H 1.553 0.568 -0.839
C -1.882 1.429 1.016
C -1.506 -2.177 1.444
C -0.682 -2.985 -0.663
H -0.444 2.595 2.525
C -1.245 2.132 3.206
H 4.118 -0.995 -3.302
H 1.854 2.216 -2.537
H -1.703 2.919 3.678
H -3.921 0.939 3.707
H -0.706 -0.315 2.732
C 0.123 -3.934 -0.094
H 0.654 1.489 -3.592
H 1.824 -0.844 -3.472
C -0.714 -3.126 2.073
Cl -2.559 -1.239 -0.970
H 0.891 -4.722 1.764
O -2.370 -1.254 1.922
H -0.524 -2.911 3.112
N -2.115 1.201 2.483
C -1.790 -0.281 2.766
C 0.122 -4.038 1.318
C -3.548 1.354 2.775
*
```



Record 4
DFT (ωB97M-V/def2-TZVPD) results for a structure of composition C19H19ClN6O8RuS3 in a non-equilibrium geometry.

* ΔE to the lowest compared entry with this formula, charge and spin: 0.507 eV
* max |F|: 1.35 eV/A
* energy: -92945.806 eV
* HOMO-LUMO gap (spin up / spin down): 7.67 / 7.53 eV
* LUMO level (spin up / spin down): 2.50 / 2.45 eV

Structure (ORCA input):
```
! RIJCOSX wB97M-V def2-TZVPD def2/J DEFGRID3
* xyz -1 2
C 1.999 2.354 -1.910
H -4.342 3.348 1.840
H 5.110 -1.316 2.208
C -2.366 -1.457 -2.410
O -3.138 -1.169 0.013
H -0.982 4.432 3.268
H -4.117 -2.629 -5.060
O -3.701 0.606 -1.570
H 5.569 -1.630 -2.048
H 0.796 2.391 2.700
H -1.971 -0.555 4.875
C 2.508 -0.827 2.153
O 0.116 3.154 -0.640
C 1.004 2.338 -0.749
H -3.410 4.732 1.244
H 6.591 -1.688 0.236
S -1.428 -1.173 2.276
H -0.506 -4.130 -3.302
H 1.579 1.727 -2.695
C -1.334 -3.437 -3.313
C 5.532 -1.505 0.104
C 3.354 -1.062 0.984
S -2.704 -0.314 -1.064
C -1.320 -2.385 -2.413
H -2.875 1.511 0.907
O -0.007 -2.087 -0.081
H -4.138 -0.799 -3.372
H 2.983 -0.947 3.124
Cl 2.284 3.980 -2.594
N -2.291 3.183 2.103
H 2.952 1.945 -1.593
H -3.639 4.496 2.992
O -1.447 0.447 -0.734
N -0.881 1.585 1.654
C 4.969 -1.472 -1.161
O 1.263 1.318 0.018
H -0.457 -0.109 5.531
C -0.424 -0.651 3.588
C 4.713 -1.300 1.201
N 0.813 -0.274 3.481
S 0.221 -2.076 -1.560
N 2.816 -1.051 -0.227
H -2.353 -4.369 -4.951
N -0.969 -0.645 4.848
N 1.288 -0.450 2.179
O 0.579 -0.746 -2.009
C -0.238 2.511 2.433
C -3.340 -2.575 -4.308
Ru -0.074 -0.046 0.704
C -1.104 3.515 2.719
C -3.489 3.992 2.039
C -2.355 -3.544 -4.249
H 3.102 -1.246 -2.235
C 3.600 -1.250 -1.272
C -3.349 -1.538 -3.384
O 1.118 -3.128 -1.990
C -2.110 2.015 1.470
*
```